Entry from the Open Molecules 2025 dataset: C14H23F3NPSn as an isolated structure (wB97M-V/def2-TZVPD).

```
43
Properties=species:S:1:pos:R:3:nbo_charge:R:1
C 0.401 3.227 -2.026 -0.22
C -0.890 2.864 -1.657 -0.21
C -1.115 1.779 -0.791 -0.05
C -0.022 1.112 -0.233 -0.43
C 1.275 1.451 -0.631 0.03
C 1.482 2.511 -1.522 -0.23
C -2.550 1.447 -0.488 -0.45
C -2.994 -0.017 -0.310 -0.22
N -1.915 -1.044 -0.478 -0.52
Sn -0.346 -0.602 1.168 0.66
C 2.502 0.721 -0.130 -0.75
P 2.149 -0.937 0.582 0.96
H -1.753 3.410 -2.048 0.20
H 2.505 2.762 -1.811 0.20
H 0.559 4.074 -2.701 0.21
H 3.012 1.303 0.658 0.26
H 3.219 0.548 -0.949 0.23
H -2.867 1.999 0.414 0.24
H -3.164 1.856 -1.305 0.21
H -3.448 -0.167 0.682 0.21
C 3.459 -1.225 1.788 -0.95
C 2.376 -2.111 -0.775 -0.95
H -3.770 -0.263 -1.058 0.19
C -1.390 -1.042 -1.880 -0.42
C -2.484 -2.392 -0.154 -0.42
H -0.551 -1.741 3.424 0.00
H -1.487 -2.051 -2.302 0.20
H -1.977 -0.344 -2.492 0.21
H -0.335 -0.749 -1.909 0.21
H -2.885 -2.839 -1.073 0.19
H -1.699 -3.047 0.249 0.22
H -3.295 -2.300 0.584 0.21
H 3.449 -2.210 -1.001 0.24
H 1.979 -3.093 -0.478 0.25
H 1.840 -1.772 -1.673 0.25
H 4.438 -1.162 1.291 0.23
H 3.396 -0.463 2.580 0.27
H 3.335 -2.222 2.234 0.25
H -0.580 -2.501 3.601 -0.01
F -0.193 0.582 4.171 -0.37
C -0.029 1.011 2.886 0.67
F -0.883 2.083 2.729 -0.38
F 1.248 1.555 2.834 -0.40
```

Output
Kohn-Sham gap: 6.5 eV
E_HOMO: -6.05 eV
Electronic energy: -39650.9442 eV
Maximum force: 0.056 Eh/bohr